*1*
Computed, not measured: C2H3IN2O2 in the gas phase, with wB97M-V/def2-TZVPD.

Computed properties:
spin multiplicity: 1
highest occupied orbital energy: -9.244 eV

Last column: Löwdin charge in e.
CARTESIAN COORDINATES (ANGSTROEM)
N (0.84861, 1.22765, 0.75307)  0.12
C (0.31362, -0.01502, 0.64779)  -0.62
O (0.07477, -0.75504, 1.56407)  0.07
C (-0.09129, -0.56274, -0.71274)  -0.71
I (0.26402, 0.75261, -2.27592)  0.96
N (-1.57282, -0.98734, -0.70694)  -0.07
O (-1.87388, -1.74570, 0.13396)  0.05
H (0.84076, 1.86035, -0.11292)  0.02
H (0.83460, 1.73967, 1.58945)  0.09
H (0.36162, -1.51444, -0.87981)  0.08

***

*2*
Computed, not measured: 2 unconnected molecules or ions with the total composition C2H3IN2O2, with wB97M-V/def2-TZVPD.

Computed properties:
spin multiplicity: 1
highest occupied orbital energy (alpha / beta): -6.955 / -7.992 eV

Last column: Löwdin charge in e.
CARTESIAN COORDINATES (ANGSTROEM)
C (0.75030, 3.02335, -0.48858)  -0.12
C (0.43988, 0.01793, -0.01901)  -0.65
N (-1.25625, -1.38469, -0.06807)  -0.20
N (0.02163, -1.19267, 0.18568)  -0.09
O (-1.75578, -2.55967, 0.14527)  -0.15
O (1.23106, 3.81252, 0.18584)  -0.01
I (2.49266, 0.60149, -0.13760)  0.83
H (-0.39771, 0.60552, 0.03119)  0.01
H (-1.89638, -0.65927, -0.03196)  0.13
H (0.37059, -2.26451, 0.19723)  0.25

***

*3*
Computed, not measured: 2 unconnected molecules or ions with the total composition C2H3IN2O2, with wB97M-V/def2-TZVPD.

Computed properties:
spin multiplicity: 1
highest occupied orbital energy: -9.821 eV

Last column: Löwdin charge in e.
CARTESIAN COORDINATES (ANGSTROEM)
C (0.15141, 1.04287, -0.78117)  -0.11
N (-0.71617, 1.39081, 0.03714)  -0.58
O (-0.76099, 2.36602, 0.75832)  -0.06
I (-2.50605, -0.05921, -0.04433)  0.66
H (0.91713, 1.78931, -1.08163)  0.12
H (0.07181, 0.14419, -1.36518)  0.04
C (0.40510, -1.36341, 1.11206)  0.08
N (0.93933, -1.72785, 0.16508)  -0.21
O (1.44362, -2.20069, -0.83445)  0.01
H (0.05480, -1.38206, 2.03418)  0.04

***

Computed energies relative to the best structure, in kJ/mol: *1* 0.0; *2* 360.4; *3* 379.6

***

*1*
Computed, not measured: a gas-phase ion, C3H6N3 (charge +1), with wB97M-V/def2-TZVPD.

Computed properties:
spin multiplicity: 1
net charge: +1
highest occupied orbital energy (alpha / beta): -15.559 / -13.852 eV

Last column: Löwdin charge in e.
CARTESIAN COORDINATES (ANGSTROEM)
C (-1.26728, 1.07103, -0.09432)  0.06
N (0.09156, 0.59498, 0.03851)  -0.17
N (0.94275, 1.30137, 0.72446)  0.13
C (2.15092, 0.76158, 0.46346)  0.17
C (2.00097, -0.53615, -0.39781)  -0.07
N (0.50956, -0.52646, -0.58357)  0.14
H (-1.82779, 0.31882, -0.41815)  0.05
H (-1.67124, 1.48174, 0.83896)  0.13
H (-1.37820, 1.81888, -0.85767)  0.12
H (2.49971, -0.26022, -1.38861)  0.16
H (2.44120, -1.47366, -0.03406)  0.13
H (0.08310, -1.28840, -0.98457)  0.15

***

*2*
Computed, not measured: a gas-phase ion, C3H6N3 (charge +1), with wB97M-V/def2-TZVPD.

Computed properties:
spin multiplicity: 1
net charge: +1
highest occupied orbital energy: -15.069 eV

Last column: Löwdin charge in e.
CARTESIAN COORDINATES (ANGSTROEM)
H (0.14249, 2.04566, 0.12838)  0.10
N (-0.26877, 1.15631, 0.04639)  0.31
N (0.52709, 0.19633, 0.07402)  -0.22
C (1.96859, 0.29943, 0.01629)  0.03
N (0.02147, -1.02546, 0.03310)  0.10
C (-1.20664, -1.21605, 0.02689)  -0.06
C (-2.42157, -0.86782, 0.03012)  0.12
H (2.37906, 0.18665, -1.03191)  0.14
H (2.16717, 1.40192, 0.11604)  0.11
H (2.71641, -0.26146, 0.66265)  0.14
H (-2.94058, -0.96407, -0.93240)  0.12
H (-3.08471, -0.95143, 0.83043)  0.08

***

*3*
Computed, not measured: a gas-phase ion, C3H6N3 (charge +1), with wB97M-V/def2-TZVPD.

Computed properties:
spin multiplicity: 1
net charge: +1
highest occupied orbital energy: -13.016 eV

Last column: Löwdin charge in e.
CARTESIAN COORDINATES (ANGSTROEM)
C (0.23080, 1.05159, 0.07061)  -0.05
C (0.21256, -1.06008, 0.08772)  -0.06
C (-0.80136, 0.04069, 0.02812)  -0.28
N (-3.21204, -0.05683, -0.20009)  0.29
N (-2.07903, 0.01835, -0.10449)  -0.01
N (1.25640, -0.04995, -0.26861)  0.13
H (0.05052, 2.01510, -0.43356)  0.15
H (0.58905, 1.39491, 1.06528)  0.14
H (0.46952, -1.39881, 1.12316)  0.14
H (-0.06696, -2.04801, -0.48141)  0.18
H (1.34209, 0.03100, -1.27921)  0.19
H (2.00845, 0.06206, 0.39248)  0.18

***

*4*
Computed, not measured: a gas-phase ion, C3H6N3 (charge +1), with wB97M-V/def2-TZVPD.

Computed properties:
spin multiplicity: 1
net charge: +1
highest occupied orbital energy (alpha / beta): -13.844 / -13.844 eV

Last column: Löwdin charge in e.
CARTESIAN COORDINATES (ANGSTROEM)
C (-0.07601, 0.64652, -0.73476)  0.07
C (1.33384, 0.78747, -0.61395)  -0.06
C (-2.12991, -0.60834, 0.05728)  -0.04
N (-0.94623, 0.06527, -0.18222)  0.10
N (1.67917, -0.08334, 0.62987)  -0.15
N (1.00445, -0.75675, 1.25831)  0.18
H (1.98802, 0.42359, -1.31342)  0.10
H (1.68364, 1.83587, -0.34402)  0.17
H (-1.97503, -1.69382, -0.11335)  0.12
H (-2.34380, -0.58638, 1.20959)  0.15
H (-2.94462, -0.25771, -0.64781)  0.14
H (2.72648, 0.22763, 0.79450)  0.21

***

Computed energies relative to the best structure, in kJ/mol: *1* 242.1; *2* 151.3; *3* 0.0; *4* 82.4

***

*1*
Computed, not measured: a molecular structure, C7H6N4O2, with wB97M-V/def2-TZVPD.

Computed properties:
spin multiplicity: 1
highest occupied orbital energy: -8.834 eV

Last column: Löwdin charge in e.
CARTESIAN COORDINATES (ANGSTROEM)
C (-0.59344, -2.07225, 0.41872)  -0.18
C (-0.24926, -0.00260, -0.45507)  -0.33
C (0.03973, 0.47107, -1.61609)  -0.06
C (0.87935, 1.56882, -1.94076)  -0.11
C (1.48631, 2.22021, -0.93017)  -0.02
C (1.14102, 1.94178, 0.50419)  -0.25
C (0.30585, 0.74296, 0.70617)  -0.15
H (-2.89704, -1.78592, 0.41739)  0.18
H (-1.10434, -3.34466, 1.89112)  0.19
H (0.58837, -2.07889, 0.32825)  0.19
H (-0.29394, -0.15683, -2.61481)  0.18
H (1.07718, 1.62215, -2.95350)  0.08
H (2.25279, 3.25435, -1.34972)  0.19
N (-1.38695, -3.14269, 0.82512)  -0.07
N (-1.03937, -1.03712, -0.20323)  0.07
N (1.48079, 2.40029, 1.60346)  0.15
N (0.18202, 0.60655, 1.97405)  0.13
O (-2.75161, -2.78386, 0.87290)  -0.13
O (0.88255, 1.57665, 2.52197)  -0.05

***

*2*
Computed, not measured: C7H6N4O2 in the gas phase, with wB97M-V/def2-TZVPD.

Computed properties:
spin multiplicity: 1
highest occupied orbital energy: -9.591 eV

Last column: Löwdin charge in e.
CARTESIAN COORDINATES (ANGSTROEM)
O (1.08479, 2.50769, 0.23421)  0.12
C (0.57668, 1.50292, -0.14122)  -0.44
N (-0.79687, 1.56149, -0.32132)  0.13
N (-1.55989, 0.47711, -0.02536)  -0.08
C (-1.38050, -0.42481, 0.98609)  -0.15
N (-2.32168, -1.29894, 0.96233)  0.02
N (-3.08374, -1.06431, -0.12092)  0.00
C (-2.62169, 0.01973, -0.73537)  -0.12
C (1.34521, 0.26773, -0.22868)  -0.19
C (2.59367, 0.15553, 0.46540)  0.01
C (2.92996, -1.19134, 0.33016)  -0.03
O (2.00968, -1.85988, -0.55629)  0.01
C (1.11550, -0.86912, -0.88420)  -0.06
H (-1.17851, 2.44055, -0.05891)  0.15
H (-0.67697, -0.39412, 1.71046)  0.10
H (-3.00849, 0.38639, -1.65095)  0.11
H (3.08164, 0.82826, 1.18116)  0.13
H (3.77275, -1.79323, 0.66522)  0.12
H (0.23600, -1.14153, -1.48651)  0.15

***

Computed energies relative to the best structure, in kJ/mol: *1* 446.9; *2* 0.0

***

*1*
Computed, not measured: 2 unconnected molecules or ions with the total composition C2H3O2S2, with wB97M-V/def2-TZVPD.

Computed properties:
spin multiplicity: 1
net charge: -1
highest occupied orbital energy (alpha / beta): -3.517 / -3.462 eV

Last column: Löwdin charge in e.
CARTESIAN COORDINATES (ANGSTROEM)
C (0.11511, 0.42403, 0.43603)  -0.54
C (0.04294, -1.01884, -0.25974)  -0.12
O (-0.89964, 1.44119, -1.74965)  -0.56
O (-1.19711, 0.95657, 0.65508)  -0.39
S (2.27299, 0.54380, 2.53328)  -0.45
S (-0.39888, 1.90914, -0.42193)  0.90
H (0.98884, -1.29400, -0.80040)  0.08
H (-0.14432, -1.84097, 0.47717)  0.07
H (-0.77994, -1.12091, -0.86983)  0.01

***

*2*
Computed, not measured: a gas-phase ion, C2H3O2S2 (charge -1), with wB97M-V/def2-TZVPD.

Computed properties:
spin multiplicity: 1
net charge: -1
highest occupied orbital energy: -3.321 eV

Last column: Löwdin charge in e.
CARTESIAN COORDINATES (ANGSTROEM)
C (0.00985, -0.19619, 0.03725)  -0.10
C (1.65838, -0.73700, -0.12695)  -0.90
S (2.15920, -2.25144, -0.23906)  0.53
S (2.95223, 0.77026, 0.02126)  0.55
O (2.36685, 1.56648, -1.06921)  -0.58
O (2.60799, 1.30122, 1.37036)  -0.58
H (-0.23278, -1.06014, 0.53828)  -0.02
H (-0.12378, 0.70777, 0.60899)  0.04
H (-0.48000, -0.00363, -0.91990)  0.05

***

Computed energies relative to the best structure, in kJ/mol: *1* 354.9; *2* 0.0